A gas-phase ion, C5H8IN2 (charge +1). Source: OMol25; level of theory: ωB97M-V/def2-TZVPD.

Calculated values
strongest force on any atom = 0.1334 hartree/bohr
LUMO level = -4.32 eV
spin multiplicity = 1
total charge = +1
orbital gap = 7.63 eV
HOMO energy = -11.9 eV
relative energy (zero: lowest compared OMol25 entry of this formula, charge and spin) = 2.693 eV

Atoms and positions in Å:
C -2.245 -2.507 0.162
H 0.614 -1.512 -0.102
I -2.906 0.467 -0.170
N 1.999 1.920 -0.278
C 1.508 0.749 -0.270
C -1.678 -1.155 -0.035
H 2.742 3.016 1.229
C 2.533 2.931 0.161
H 3.112 3.586 -0.412
H -2.247 -2.518 1.211
N 0.225 0.429 -0.170
H 2.273 0.080 -0.619
H -0.453 1.262 -0.153
C -0.219 -0.885 -0.132
H -3.419 -2.530 0.002
H -1.839 -3.333 -0.424

How is the electron density shared among the atoms? According to natural (NBO), the charges in e are:
1. C -0.70
2. H 0.22
3. I 0.26
4. N -0.34
5. C 0.35
6. C -0.15
7. H 0.20
8. C 0.11
9. H 0.21
10. H 0.25
11. N -0.52
12. H 0.24
13. H 0.44
14. C -0.09
15. H 0.25
16. H 0.26



A gas-phase ion, C5H8IN2 (charge +1). Source: OMol25; level of theory: ωB97M-V/def2-TZVPD.

Calculated values
strongest force on any atom = 0.0932 hartree/bohr
LUMO level = -4.32 eV
spin multiplicity = 1
total charge = +1
orbital gap = 8.90 eV
HOMO energy = -13.2 eV
relative energy (zero: lowest compared OMol25 entry of this formula, charge and spin) = 0.419 eV

Atoms and positions in Å:
I 3.086 -0.351 0.072
H -1.613 -2.368 -1.449
H 1.663 2.675 -0.377
C -0.666 -2.267 0.449
C 0.998 1.882 -0.647
C 1.116 0.827 0.338
H -0.692 -3.297 0.752
C 0.118 -1.324 1.045
H 1.388 1.054 1.331
H 1.144 1.802 -1.647
H 0.018 2.260 -0.563
C -0.499 -0.583 -0.921
H -0.691 -0.087 -1.844
N -1.001 -1.767 -0.771
H 0.887 -1.536 1.816
N 0.174 -0.255 0.179

How is the electron density shared among the atoms? According to natural (NBO), the charges in e are:
1. I 0.03
2. H 0.48
3. H 0.27
4. C -0.05
5. C -0.69
6. C -0.02
7. H 0.26
8. C -0.04
9. H 0.26
10. H 0.25
11. H 0.23
12. C 0.26
13. H 0.26
14. N -0.46
15. H 0.28
16. N -0.33